16 unconnected molecules or ions with the total composition C6H46NO17 at a distorted geometry. Source: the OMol25 dataset; level of theory: ωB97M-V/def2-TZVPD.

Geometry as XYZ:
```
70
C6H46NO17 | the OMol25 dataset | ωB97M-V/def2-TZVPD
C 3.621 1.068 1.192
O 2.500 1.231 1.997
C 1.409 0.362 1.782
C 0.653 0.576 0.464
N -0.518 -0.210 0.285
H -0.120 -1.120 0.328
H -1.225 0.098 0.903
C -1.192 -0.171 -1.073
C -2.679 -0.627 -1.062
O -3.134 -1.072 -2.266
C -4.526 -1.130 -2.224
H 3.758 -0.133 1.305
H 4.562 1.380 1.573
H 3.399 1.469 0.040
H 0.810 0.404 2.556
H 1.700 -0.629 1.823
H 1.156 0.338 -0.542
H 0.396 1.656 0.074
H -0.798 -0.992 -1.997
H -1.101 0.693 -1.643
H -3.244 0.139 -0.563
H -2.773 -1.557 -0.509
H -5.123 -0.200 -2.050
H -4.862 -1.793 -1.463
H -5.027 -1.140 -3.190
O -2.798 -1.682 -5.570
H -2.685 -0.978 -5.053
H -2.011 -1.558 -6.010
O -5.081 -3.392 0.593
H -5.997 -3.223 0.478
H -4.658 -3.563 -0.167
O 0.038 -2.417 3.369
H -0.331 -3.250 3.330
H 0.720 -2.695 3.990
O 2.682 3.256 3.800
H 3.361 3.689 4.247
H 2.706 2.338 3.600
O 7.392 1.346 0.854
H 8.397 1.333 0.912
H 7.119 0.938 -0.213
O -3.998 -4.436 -1.678
H -3.425 -4.790 -1.023
H -3.181 -4.255 -2.184
O 5.709 1.331 -1.283
H 6.286 1.641 -1.909
H 5.089 0.677 -1.678
O -1.385 3.328 -1.196
H -0.497 3.651 -1.096
H -1.836 4.175 -1.338
O -2.280 1.293 -3.931
H -2.688 1.762 -3.252
H -1.430 1.666 -3.887
O -0.024 2.694 -3.602
H -0.581 2.932 -2.924
H 0.140 3.393 -4.057
O -5.862 2.447 -1.106
H -6.553 2.231 -1.581
H -5.875 2.133 -0.081
O -2.467 -0.163 2.309
H -3.087 -0.656 2.956
H -2.221 0.699 2.691
O 0.436 -2.842 0.627
H 1.268 -3.164 0.269
H 0.710 -2.685 1.654
O 5.220 -2.164 2.556
H 4.658 -2.890 2.737
H 5.342 -1.795 3.435
O 4.983 1.634 4.888
H 5.532 1.797 4.091
H 5.518 1.577 5.689
```

Its HOMO-LUMO gap is 9.560 eV. Its relative energy (zero: lowest compared OMol25 entry of this formula, charge and spin) is 227.7 kJ/mol. The value obtained for the HOMO energy is -12.243 eV. The net charge is +1. As for the spin multiplicity: 1. As for the total energy: -43251.7378 eV.

These are the Löwdin partial charges, in e, on atoms 1 to 2: number 1, C, carries -0.08; number 2, O, carries -0.21